[1]
A gas-phase ion, C8H11N2O4 (charge +1) at a distorted geometry. Source: OMol25; level of theory: ωB97M-V/def2-TZVPD.

Each atom is followed by the atoms it is bonded to, with distances in Å.
CARTESIAN COORDINATES (ANGSTROEM)
1 C -0.307 -2.058 -0.918  N9 1.486, N10 1.266, H15 1.086
2 C 1.494 -0.840 -2.248  N9 1.298, H16 1.070, H17 1.079
3 C 1.519 0.744 1.421  C5 1.611, O11 1.458, H18 1.098, H19 1.032
4 C -2.342 0.917 0.358  C6 1.515, O12 1.395, H20 1.096, H21 1.056
5 C 0.753 -0.631 1.764  C3 1.611, C8 1.609, O13 1.366, H22 1.117
6 C -1.683 1.948 -0.536  C4 1.515, O14 1.354, H23 1.126
7 C 0.384 -0.044 -0.401  C8 1.503, N9 1.346, O11 1.360
8 C -0.464 -0.590 0.712  C5 1.609, C7 1.503, N10 1.519, O12 1.436
9 N 0.497 -0.915 -1.420  C1 1.486, C2 1.298, C7 1.346
10 N -0.849 -1.977 0.224  C1 1.266, C8 1.519
11 O 1.461 0.703 -0.036  C3 1.458, C7 1.360
12 O -1.499 0.250 1.247  C4 1.395, C8 1.436
13 O 1.570 -1.687 1.473  C5 1.366, H24 0.983
14 O -2.133 2.000 -1.812  C6 1.354, H25 0.959
15 H -0.153 -3.010 -1.418  C1 1.086
16 H 1.712 -1.638 -2.927  C2 1.070
17 H 2.043 0.085 -2.332  C2 1.079
18 H 0.906 1.524 1.890  C3 1.098
19 H 2.474 0.770 1.809  C3 1.032
20 H -3.044 1.388 1.056  C4 1.096
21 H -2.986 0.272 -0.174  C4 1.056
22 H 0.535 -0.570 2.857  C5 1.117
23 H -0.642 2.347 -0.378  C6 1.126
24 H 2.369 -1.663 2.044  O13 0.983
25 H -1.616 2.674 -2.255  O14 0.959

Output
E_LUMO (alpha / beta): -4.67 / -5.39 eV
HOMO-LUMO gap (alpha / beta): 7.661 / 5.730 eV
Total energy: -721.4579 a.u.
Energy relative to the best compared isomer or geometry (same formula, charge and spin): 39.3 kcal/mol
Highest occupied orbital energy (alpha / beta): -12.328 / -11.116 eV
Net charge: +1



[2]
7 unconnected molecules or ions with the total composition C8H26O6 at a distorted geometry. Source: OMol25; level of theory: ωB97M-V/def2-TZVPD.

Each atom is followed by the atoms it is bonded to, with distances in Å.
CARTESIAN COORDINATES (ANGSTROEM)
1 C -1.194 0.780 -3.028  C2 1.529, H9 1.097, H10 1.079, H11 1.098
2 C 0.099 0.669 -2.220  C1 1.529, C3 1.529, H12 1.129, H13 1.100
3 C -0.228 0.651 -0.726  C2 1.529, C4 1.341, C6 1.466
4 C -0.746 1.735 -0.131  C3 1.341, H14 1.054, H15 1.079
5 C 0.595 -0.717 1.204  C6 1.355, C8 1.489, H16 1.101
6 C 0.021 -0.609 -0.019  C3 1.466, C5 1.355, C7 1.489
7 C -0.375 -1.855 -0.732  C6 1.489, H17 1.143, H18 1.093, H19 1.109
8 C 1.030 0.398 2.091  C5 1.489, H20 1.070, H21 1.097, H22 1.100
9 H -0.962 0.696 -4.097  C1 1.097
10 H -1.673 1.742 -2.930  C1 1.079
11 H -1.878 -0.042 -2.778  C1 1.098
12 H 0.785 1.535 -2.452  C2 1.129
13 H 0.666 -0.227 -2.512  C2 1.100
14 H -0.939 2.647 -0.624  C4 1.054
15 H -0.968 1.724 0.925  C4 1.079
16 H 0.783 -1.724 1.607  C5 1.101
17 H 0.488 -2.235 -1.378  C7 1.143
18 H -0.617 -2.662 -0.036  C7 1.093
19 H -1.250 -1.680 -1.390  C7 1.109
20 H 1.987 0.178 2.516  C8 1.070
21 H 0.285 0.538 2.884  C8 1.097
22 H 1.065 1.359 1.556  C8 1.100
23 H 1.863 1.543 0.169  O25 1.028
24 H 2.471 2.412 -1.036  O25 0.965
25 O 2.684 1.692 -0.431  H23 1.028, H24 0.965
26 H 3.636 -2.644 1.149  O28 0.866
27 H 3.019 -1.820 0.095  O28 0.970
28 O 2.862 -2.462 0.805  H26 0.866, H27 0.970
29 H -2.988 -0.641 0.864  O31 0.947
30 H -1.898 -1.406 1.532  O31 0.955
31 O -2.702 -0.927 1.721  H29 0.947, H30 0.955
32 H 2.799 -0.931 -1.859  O34 0.964
33 H 3.292 0.200 -0.920  O34 1.006
34 O 3.456 -0.759 -1.176  H32 0.964, H33 1.006
35 H -4.236 0.631 -0.445  O37 0.967
36 H -2.733 0.673 -0.793  O37 0.979
37 O -3.480 0.059 -0.636  H35 0.967, H36 0.979
38 H -2.175 0.496 2.471  O40 0.979
39 H -2.730 1.612 3.488  O40 0.989
40 O -1.984 1.361 2.888  H38 0.979, H39 0.989

Output
E_LUMO (alpha / beta): 3.14 / 3.05 eV
HOMO-LUMO gap (alpha / beta): 2.874 / 7.365 eV
Total energy: -771.7908 a.u.
2S+1: 2
Energy relative to the best compared isomer or geometry (same formula, charge and spin): 0.0 kcal/mol
Highest occupied orbital energy (alpha / beta): 0.265 / -4.318 eV
Net charge: -1



Please write out number 2 again, unchanged.
7 unconnected molecules or ions with the total composition C8H26O6 at a distorted geometry. Source: OMol25; level of theory: ωB97M-V/def2-TZVPD.

Each atom is followed by the atoms it is bonded to, with distances in Å.
CARTESIAN COORDINATES (ANGSTROEM)
1 C -1.194 0.780 -3.028  C2 1.529, H9 1.097, H10 1.079, H11 1.098
2 C 0.099 0.669 -2.220  C1 1.529, C3 1.529, H12 1.129, H13 1.100
3 C -0.228 0.651 -0.726  C2 1.529, C4 1.341, C6 1.466
4 C -0.746 1.735 -0.131  C3 1.341, H14 1.054, H15 1.079
5 C 0.595 -0.717 1.204  C6 1.355, C8 1.489, H16 1.101
6 C 0.021 -0.609 -0.019  C3 1.466, C5 1.355, C7 1.489
7 C -0.375 -1.855 -0.732  C6 1.489, H17 1.143, H18 1.093, H19 1.109
8 C 1.030 0.398 2.091  C5 1.489, H20 1.070, H21 1.097, H22 1.100
9 H -0.962 0.696 -4.097  C1 1.097
10 H -1.673 1.742 -2.930  C1 1.079
11 H -1.878 -0.042 -2.778  C1 1.098
12 H 0.785 1.535 -2.452  C2 1.129
13 H 0.666 -0.227 -2.512  C2 1.100
14 H -0.939 2.647 -0.624  C4 1.054
15 H -0.968 1.724 0.925  C4 1.079
16 H 0.783 -1.724 1.607  C5 1.101
17 H 0.488 -2.235 -1.378  C7 1.143
18 H -0.617 -2.662 -0.036  C7 1.093
19 H -1.250 -1.680 -1.390  C7 1.109
20 H 1.987 0.178 2.516  C8 1.070
21 H 0.285 0.538 2.884  C8 1.097
22 H 1.065 1.359 1.556  C8 1.100
23 H 1.863 1.543 0.169  O25 1.028
24 H 2.471 2.412 -1.036  O25 0.965
25 O 2.684 1.692 -0.431  H23 1.028, H24 0.965
26 H 3.636 -2.644 1.149  O28 0.866
27 H 3.019 -1.820 0.095  O28 0.970
28 O 2.862 -2.462 0.805  H26 0.866, H27 0.970
29 H -2.988 -0.641 0.864  O31 0.947
30 H -1.898 -1.406 1.532  O31 0.955
31 O -2.702 -0.927 1.721  H29 0.947, H30 0.955
32 H 2.799 -0.931 -1.859  O34 0.964
33 H 3.292 0.200 -0.920  O34 1.006
34 O 3.456 -0.759 -1.176  H32 0.964, H33 1.006
35 H -4.236 0.631 -0.445  O37 0.967
36 H -2.733 0.673 -0.793  O37 0.979
37 O -3.480 0.059 -0.636  H35 0.967, H36 0.979
38 H -2.175 0.496 2.471  O40 0.979
39 H -2.730 1.612 3.488  O40 0.989
40 O -1.984 1.361 2.888  H38 0.979, H39 0.989

Output
E_LUMO (alpha / beta): 3.14 / 3.05 eV
HOMO-LUMO gap (alpha / beta): 2.874 / 7.365 eV
Total energy: -771.7908 a.u.
2S+1: 2
Energy relative to the best compared isomer or geometry (same formula, charge and spin): 0.0 kcal/mol
Highest occupied orbital energy (alpha / beta): 0.265 / -4.318 eV
Net charge: -1



The highest total energy belongs to which entry? C8H11N2O4



Please write out number 2 again, unchanged.
7 unconnected molecules or ions with the total composition C8H26O6 at a distorted geometry. Source: OMol25; level of theory: ωB97M-V/def2-TZVPD.

Each atom is followed by the atoms it is bonded to, with distances in Å.
CARTESIAN COORDINATES (ANGSTROEM)
1 C -1.194 0.780 -3.028  C2 1.529, H9 1.097, H10 1.079, H11 1.098
2 C 0.099 0.669 -2.220  C1 1.529, C3 1.529, H12 1.129, H13 1.100
3 C -0.228 0.651 -0.726  C2 1.529, C4 1.341, C6 1.466
4 C -0.746 1.735 -0.131  C3 1.341, H14 1.054, H15 1.079
5 C 0.595 -0.717 1.204  C6 1.355, C8 1.489, H16 1.101
6 C 0.021 -0.609 -0.019  C3 1.466, C5 1.355, C7 1.489
7 C -0.375 -1.855 -0.732  C6 1.489, H17 1.143, H18 1.093, H19 1.109
8 C 1.030 0.398 2.091  C5 1.489, H20 1.070, H21 1.097, H22 1.100
9 H -0.962 0.696 -4.097  C1 1.097
10 H -1.673 1.742 -2.930  C1 1.079
11 H -1.878 -0.042 -2.778  C1 1.098
12 H 0.785 1.535 -2.452  C2 1.129
13 H 0.666 -0.227 -2.512  C2 1.100
14 H -0.939 2.647 -0.624  C4 1.054
15 H -0.968 1.724 0.925  C4 1.079
16 H 0.783 -1.724 1.607  C5 1.101
17 H 0.488 -2.235 -1.378  C7 1.143
18 H -0.617 -2.662 -0.036  C7 1.093
19 H -1.250 -1.680 -1.390  C7 1.109
20 H 1.987 0.178 2.516  C8 1.070
21 H 0.285 0.538 2.884  C8 1.097
22 H 1.065 1.359 1.556  C8 1.100
23 H 1.863 1.543 0.169  O25 1.028
24 H 2.471 2.412 -1.036  O25 0.965
25 O 2.684 1.692 -0.431  H23 1.028, H24 0.965
26 H 3.636 -2.644 1.149  O28 0.866
27 H 3.019 -1.820 0.095  O28 0.970
28 O 2.862 -2.462 0.805  H26 0.866, H27 0.970
29 H -2.988 -0.641 0.864  O31 0.947
30 H -1.898 -1.406 1.532  O31 0.955
31 O -2.702 -0.927 1.721  H29 0.947, H30 0.955
32 H 2.799 -0.931 -1.859  O34 0.964
33 H 3.292 0.200 -0.920  O34 1.006
34 O 3.456 -0.759 -1.176  H32 0.964, H33 1.006
35 H -4.236 0.631 -0.445  O37 0.967
36 H -2.733 0.673 -0.793  O37 0.979
37 O -3.480 0.059 -0.636  H35 0.967, H36 0.979
38 H -2.175 0.496 2.471  O40 0.979
39 H -2.730 1.612 3.488  O40 0.989
40 O -1.984 1.361 2.888  H38 0.979, H39 0.989

Output
E_LUMO (alpha / beta): 3.14 / 3.05 eV
HOMO-LUMO gap (alpha / beta): 2.874 / 7.365 eV
Total energy: -771.7908 a.u.
2S+1: 2
Energy relative to the best compared isomer or geometry (same formula, charge and spin): 0.0 kcal/mol
Highest occupied orbital energy (alpha / beta): 0.265 / -4.318 eV
Net charge: -1



What did the second record say?
7 unconnected molecules or ions with the total composition C8H26O6 at a distorted geometry. Source: OMol25; level of theory: ωB97M-V/def2-TZVPD.

Each atom is followed by the atoms it is bonded to, with distances in Å.
CARTESIAN COORDINATES (ANGSTROEM)
1 C -1.194 0.780 -3.028  C2 1.529, H9 1.097, H10 1.079, H11 1.098
2 C 0.099 0.669 -2.220  C1 1.529, C3 1.529, H12 1.129, H13 1.100
3 C -0.228 0.651 -0.726  C2 1.529, C4 1.341, C6 1.466
4 C -0.746 1.735 -0.131  C3 1.341, H14 1.054, H15 1.079
5 C 0.595 -0.717 1.204  C6 1.355, C8 1.489, H16 1.101
6 C 0.021 -0.609 -0.019  C3 1.466, C5 1.355, C7 1.489
7 C -0.375 -1.855 -0.732  C6 1.489, H17 1.143, H18 1.093, H19 1.109
8 C 1.030 0.398 2.091  C5 1.489, H20 1.070, H21 1.097, H22 1.100
9 H -0.962 0.696 -4.097  C1 1.097
10 H -1.673 1.742 -2.930  C1 1.079
11 H -1.878 -0.042 -2.778  C1 1.098
12 H 0.785 1.535 -2.452  C2 1.129
13 H 0.666 -0.227 -2.512  C2 1.100
14 H -0.939 2.647 -0.624  C4 1.054
15 H -0.968 1.724 0.925  C4 1.079
16 H 0.783 -1.724 1.607  C5 1.101
17 H 0.488 -2.235 -1.378  C7 1.143
18 H -0.617 -2.662 -0.036  C7 1.093
19 H -1.250 -1.680 -1.390  C7 1.109
20 H 1.987 0.178 2.516  C8 1.070
21 H 0.285 0.538 2.884  C8 1.097
22 H 1.065 1.359 1.556  C8 1.100
23 H 1.863 1.543 0.169  O25 1.028
24 H 2.471 2.412 -1.036  O25 0.965
25 O 2.684 1.692 -0.431  H23 1.028, H24 0.965
26 H 3.636 -2.644 1.149  O28 0.866
27 H 3.019 -1.820 0.095  O28 0.970
28 O 2.862 -2.462 0.805  H26 0.866, H27 0.970
29 H -2.988 -0.641 0.864  O31 0.947
30 H -1.898 -1.406 1.532  O31 0.955
31 O -2.702 -0.927 1.721  H29 0.947, H30 0.955
32 H 2.799 -0.931 -1.859  O34 0.964
33 H 3.292 0.200 -0.920  O34 1.006
34 O 3.456 -0.759 -1.176  H32 0.964, H33 1.006
35 H -4.236 0.631 -0.445  O37 0.967
36 H -2.733 0.673 -0.793  O37 0.979
37 O -3.480 0.059 -0.636  H35 0.967, H36 0.979
38 H -2.175 0.496 2.471  O40 0.979
39 H -2.730 1.612 3.488  O40 0.989
40 O -1.984 1.361 2.888  H38 0.979, H39 0.989

Output
E_LUMO (alpha / beta): 3.14 / 3.05 eV
HOMO-LUMO gap (alpha / beta): 2.874 / 7.365 eV
Total energy: -771.7908 a.u.
2S+1: 2
Energy relative to the best compared isomer or geometry (same formula, charge and spin): 0.0 kcal/mol
Highest occupied orbital energy (alpha / beta): 0.265 / -4.318 eV
Net charge: -1